No. 1
{
  "formula": "C4H9BrN3",
  "method": "ωB97M-V/def2-TZVPD",
  "species": ["C", "N", "C", "Br", "N", "N", "C", "C", "H", "H", "H", "H", "H", "H", "H", "H", "H"],
  "xyz": [[-2.442, -0.664, -1.319], [-1.596, -0.343, -0.393], [-0.764, 0.787, -0.312], [-0.216, 1.468, -2.442], [0.640, 0.663, 0.327], [1.124, 1.923, 0.482], [1.304, -0.328, 0.937], [0.881, -1.725, 0.949], [-2.300, -0.034, -2.129], [-3.141, -1.462, -1.181], [-1.335, 1.681, 0.176], [0.828, 2.693, -0.025], [2.066, 1.892, 0.605], [2.324, -0.186, 1.338], [-0.212, -1.891, 0.773], [1.160, -2.154, 1.941], [1.680, -2.321, 0.273]],
  "atomic_forces_ev_per_a": [[2.8, 1.2, 2.9], [0.0, -0.1, 0.8], [-1.0, -0.3, -1.4], [-0.4, -0.4, 2.0], [-0.6, -1.0, 0.9], [-0.8, -0.7, 1.7], [-1.5, 0.7, -2.0], [1.0, -1.8, -0.2], [-0.7, 0.7, -2.5], [-0.2, -0.3, 0.0], [1.5, -1.5, -0.9], [-1.2, 0.9, -1.8], [3.1, 0.2, 0.4], [-0.8, 0.9, -0.2], [1.3, 0.0, -0.3], [-0.4, 0.4, -0.5], [-2.2, 1.2, 1.0]],
  "e_lumo_ev": -5.10,
  "e_above_lowest_ev": 3.414,
  "smiles": "C=N[C@H](Br)/[N+](N)=C\\C",
  "energy_ha": -2895.7057,
  "total_charge": 1
}

No. 2
{
  "formula": "C4H9BrNO",
  "method": "ωB97M-V/def2-TZVPD",
  "species": ["C", "C", "C", "C", "N", "O", "Br", "H", "H", "H", "H", "H", "H", "H", "H", "H"],
  "xyz": [[-2.884, -1.043, -0.146], [0.780, 0.004, -1.395], [-0.262, 1.382, 0.209], [-0.036, -1.037, 0.579], [0.196, 0.030, -0.090], [-3.773, -1.933, -0.333], [-3.655, 0.600, 0.423], [1.647, 0.577, -1.712], [1.107, -1.013, -1.767], [0.008, 0.497, -1.983], [-1.304, 1.225, -0.136], [-0.198, 1.705, 1.227], [0.317, 2.061, -0.457], [-0.554, -1.049, 1.510], [0.334, -1.986, 0.310], [-3.456, -2.903, -0.428]],
  "atomic_forces_ev_per_a": [[1.2, -0.8, 0.1], [0.5, -1.6, -2.6], [-0.9, -0.1, -1.4], [-0.1, 1.3, 0.1], [2.1, -0.9, 1.3], [-0.7, -1.6, 0.2], [-0.7, -0.1, -0.1], [0.4, 0.7, 1.5], [-1.2, 0.8, 0.6], [-0.2, -0.7, -0.7], [0.4, 1.4, 0.3], [0.0, -0.3, 0.6], [-0.7, -0.4, 0.7], [-0.3, 0.7, 0.5], [0.4, -0.8, -1.0], [-0.2, 2.3, -0.1]],
  "e_lumo_ev": -4.33,
  "e_above_lowest_ev": 2.840,
  "energy_ha": -2861.4339,
  "total_charge": 1
}

No. 3
{
  "formula": "C4H9BrO",
  "method": "ωB97M-V/def2-TZVPD",
  "species": ["C", "C", "C", "O", "H", "H", "H", "H", "H", "H", "C", "Br", "H", "H", "H"],
  "xyz": [[-0.589, -1.372, 1.060], [-0.671, 0.076, 0.634], [-1.736, 0.412, -0.384], [0.080, 0.925, 1.086], [0.220, -1.512, 1.796], [-0.386, -2.017, 0.188], [-1.541, -1.689, 1.518], [-1.568, -0.156, -1.314], [-2.735, 0.157, 0.008], [-1.715, 1.489, -0.622], [2.193, 0.847, -0.712], [1.376, -0.531, -1.747], [3.167, 1.126, -1.146], [2.355, 0.503, 0.324], [1.549, 1.742, -0.688]],
  "atomic_forces_ev_per_a": [[0.2, -0.3, 0.3], [0.3, 0.4, 0.2], [-0.3, 0.4, -0.2], [-0.8, -0.6, -0.1], [-0.3, 0.1, -0.3], [-0.2, 0.3, 0.3], [0.3, 0.1, -0.2], [-0.1, 0.1, 0.4], [0.3, 0.0, -0.1], [0.0, -0.5, 0.2], [0.9, 1.2, 0.7], [0.1, -0.3, -0.4], [-0.5, -0.3, 0.0], [-0.2, 0.1, -0.7], [0.2, -0.7, -0.1]],
  "e_lumo_ev": 0.78,
  "e_above_lowest_ev": 0.000,
  "smiles": "CC(C)=O.CBr",
  "energy_ha": -2807.0521,
  "total_charge": 0
}